Here is an isolated molecule of C23H28N2O4 from the Open Molecules 2025 dataset. Energies are from ωB97M-V/def2-TZVPD.

Its orbital gap is 8.174 eV. The energy relative to the best compared isomer or geometry (same formula, charge and spin) is 43.9 kcal/mol. Its max |F| is 0.014 hartree/bohr. For the LUMO energy, the calculation gives 0.65 eV. The HOMO energy is -0.2765 Ha. The SMILES is Cc1c(C(=O)OC[C@@H]2CCCO2)[nH]c2c1C(=O)C[C@@H](c1ccc(N(C)C)cc1)C2. For the energy, the calculation gives -1303.7343 Ha.

Geometry (Å):
H  -6.6058  1.9542  2.1552
O  -5.7228  0.2858  1.2991
N  5.8511  2.3622  -0.2870
H  -1.5111  0.1425  1.3712
C  -4.4275  1.5655  -0.3227
H  -7.3114  0.8145  -1.4380
H  -7.1959  0.3579  2.6911
H  3.3076  -3.1791  0.5049
C  -0.6480  -1.7020  -2.7585
H  -5.4036  -0.3221  -0.6134
H  4.9240  2.9097  -2.1115
C  7.2720  2.1096  -0.2872
H  0.9166  -0.2789  2.6137
H  1.6858  0.6808  0.3525
H  7.6252  1.9449  0.7326
C  4.9928  1.3884  0.1755
C  0.4126  -1.6935  -0.3996
C  0.1014  -1.1020  0.8218
C  -6.8597  0.9343  1.8284
H  0.4342  -1.9749  2.7174
C  4.5881  -0.6823  1.3603
C  3.6061  1.4977  0.0157
C  -1.4721  -0.5016  -0.6347
O  -3.1884  0.9309  -0.0615
O  -3.2017  0.0789  -2.1537
C  -6.9435  1.2467  -0.5113
O  1.9642  -2.9767  -1.6401
C  -5.6074  0.6130  -0.0783
C  2.3278  -1.6754  1.7286
C  2.7435  0.5420  0.5150
H  7.7922  2.9802  -0.6808
C  5.3557  3.3574  -1.2082
H  6.1721  4.0114  -1.5060
H  -0.6478  -2.7875  -2.8433
H  -4.4749  2.4146  0.3620
C  5.4613  0.2625  0.8657
H  -1.5391  -1.2939  -3.2250
H  2.7904  -2.0460  2.6517
H  1.7545  -3.6879  1.1798
H  -8.3457  0.0027  0.5744
C  -0.5857  -1.3086  -1.3322
H  0.2403  -1.3441  -3.2772
H  4.5942  3.9738  -0.7258
H  3.1797  2.3367  -0.5088
H  6.5166  0.1118  1.0211
N  -1.0235  -0.3911  0.6690
H  4.9916  -1.5367  1.8870
H  -6.8148  2.3206  -0.6543
C  -7.8641  0.9750  0.6786
H  -8.6252  1.7395  0.8126
C  -2.6842  0.1620  -1.0635
C  0.8984  -1.2249  2.0666
H  -4.4491  1.9055  -1.3640
C  1.5869  -2.5287  -0.5787
C  2.2933  -2.8468  0.7312
H  7.5424  1.2391  -0.8978
C  3.2119  -0.5711  1.1974